Record 1
Computed, not measured: C6H8FN3O3 in the gas phase in a non-equilibrium geometry, with the ωB97M-V functional and the def2-TZVPD basis.

```
21
Properties=species:S:1:pos:R:3:forces:R:3:nbo_charge:R:1
O 0.05085 1.75104 -3.03415 0.2 -0.5 0.7 -0.314
N 0.36976 1.13214 -2.03588 0.3 0.0 -1.2 0.511
O 0.88488 0.01536 -2.03451 -0.2 0.3 0.0 -0.420
C 0.18331 1.77684 -0.77338 -0.5 0.9 0.0 0.361
N -0.22102 3.02782 -0.69478 0.2 -1.0 0.2 -0.367
C -0.29489 3.25257 0.64127 0.2 -0.3 0.3 -0.079
C 0.06655 2.14005 1.35627 0.2 0.3 -0.6 -0.052
N 0.38572 1.18066 0.42996 0.1 0.6 0.3 -0.333
C 0.65274 -0.18081 0.78333 0.7 -0.6 0.7 0.099
O -0.58752 -0.83099 0.87152 0.0 -0.6 -0.3 -0.527
C -0.48866 -2.25713 0.72713 -0.4 0.4 0.2 -0.109
C -0.47262 -2.69327 -0.71290 0.8 -0.5 0.3 0.018
F -1.71145 -2.48938 -1.25992 -0.4 0.2 -0.3 -0.356
H -0.57536 4.19411 1.04952 -0.2 0.5 0.1 0.215
H 0.22204 1.99643 2.40598 -0.2 -0.2 0.2 0.227
H 1.37002 -0.60889 0.06546 -0.6 0.0 0.2 0.214
H 1.14499 -0.18595 1.78538 -0.3 0.2 -0.5 0.173
H -1.38117 -2.71169 1.18511 0.3 0.4 0.1 0.211
H 0.39052 -2.59261 1.27444 0.2 -0.3 -0.1 0.176
H -0.26655 -3.77752 -0.74113 0.1 0.3 -0.1 0.164
H 0.27785 -2.13878 -1.28872 -0.2 -0.2 0.0 0.188
```
Positions in Å, forces in eV/Å.

Properties
ΔE to the lowest compared entry with this formula, charge and spin ... 9.9 kJ/mol
Structure (SMILES) ... O=[N+]([O-])c1nccn1COCCF
Spin multiplicity ... 1
Gap between HOMO and LUMO ... 0.33620 Eh


Record 2
Computed, not measured: a molecular structure, C32H39BrN10O4RbS in a non-equilibrium geometry, with the ωB97M-V functional and the def2-TZVPD basis.

```
88
Properties=species:S:1:pos:R:3:forces:R:3:lowdin_charge:R:1
Rb -0.92293 0.11516 -0.67035 -0.8 -0.5 0.4 1.026
N -3.41612 -0.26073 -2.03721 -0.4 0.0 -0.1 -0.059
C -4.45235 -1.21632 -1.66309 0.4 0.0 0.0 -0.268
C -4.33716 -1.60672 -0.19556 0.1 0.0 0.0 -0.200
N -3.05892 -2.18431 0.22399 -0.1 0.0 0.1 -0.164
C -2.75083 -3.46050 -0.42366 0.0 0.2 0.0 -0.191
C -1.34341 -3.51354 -1.00811 -0.1 0.3 0.0 -0.260
N -1.19710 -2.51563 -2.05869 0.3 -0.3 0.0 -0.023
C -3.04540 -2.28904 1.68064 0.0 0.1 -0.1 -0.210
C -1.70584 -2.64585 2.31304 0.1 0.2 -0.1 -0.257
N -0.63719 -1.65629 2.18652 -0.3 -0.1 0.1 0.033
H -3.41372 0.52049 -1.38218 -0.3 0.2 0.0 -0.007
H -3.57266 0.11706 -2.96249 -0.1 0.0 0.0 0.071
H -4.37628 -2.09811 -2.30664 0.0 0.0 0.0 0.093
H -5.47305 -0.83727 -1.78268 -0.2 0.1 -0.1 0.104
H -5.17435 -2.28545 0.04851 0.0 0.0 0.0 0.122
H -4.48623 -0.69514 0.39137 0.0 0.0 0.0 0.115
H -3.45318 -3.63066 -1.24386 0.0 0.0 0.0 0.107
H -2.88955 -4.29320 0.28026 0.0 0.0 0.0 0.115
H -1.14804 -4.53984 -1.34058 0.1 -0.2 0.0 0.107
H -0.61896 -3.28842 -0.22069 0.0 0.0 0.0 0.085
H -1.63104 -2.81524 -2.92136 -0.1 0.0 0.0 0.078
H -0.21917 -2.32496 -2.25878 0.0 -0.1 0.0 0.016
H -3.79006 -3.03512 2.02152 0.0 0.0 0.0 0.118
H -3.34931 -1.31825 2.08249 0.0 0.0 0.0 0.111
H -1.34427 -3.60742 1.93892 0.0 0.0 0.0 0.100
H -1.91121 -2.80056 3.37481 0.0 0.0 0.1 0.103
H -1.02410 -0.71691 2.27887 0.0 -0.1 0.0 0.036
H -0.22519 -1.69245 1.26353 0.1 -0.1 0.1 -0.010
N 1.71034 1.10127 0.82795 0.1 -0.1 0.1 0.128
C 2.42336 0.61093 1.88571 -0.2 0.1 -0.1 -0.249
C 2.91469 1.39314 2.91039 0.1 0.0 0.0 -0.034
C 3.60177 0.81437 3.99864 -0.1 0.0 0.0 -0.100
C 3.80480 -0.53467 4.08998 0.0 0.0 0.0 -0.070
C 3.30368 -1.37139 3.06051 0.1 -0.1 0.0 -0.162
C 3.43952 -2.77946 3.05412 0.0 0.0 0.1 -0.022
C 2.92579 -3.51131 2.02336 0.0 0.0 -0.1 -0.052
C 2.25411 -2.84113 0.97666 0.1 0.1 0.0 -0.135
N 2.09894 -1.54358 0.95589 0.2 -0.1 -0.1 0.107
C 2.62304 -0.80698 1.96529 -0.2 0.0 -0.1 -0.170
H 1.67426 2.09302 0.67506 0.0 0.0 0.0 0.106
H 1.58332 0.52299 0.00534 0.3 0.1 0.1 0.007
H 2.76227 2.46635 2.87540 0.0 0.0 0.0 0.105
H 3.96992 1.46436 4.78581 0.0 0.0 -0.1 0.097
H 4.32199 -0.97171 4.93715 0.0 0.0 -0.1 0.099
H 3.95398 -3.26129 3.87905 0.0 0.0 0.0 0.110
H 3.02283 -4.58954 1.99707 0.0 0.0 0.0 0.097
H 1.85112 -3.38656 0.12639 0.0 0.0 0.1 0.106
N 7.46987 1.37312 -2.67276 -0.1 0.1 0.0 0.080
C 6.15928 0.89055 -2.76364 0.1 0.0 0.0 -0.331
C 5.46680 0.95029 -3.97219 0.0 0.0 0.0 -0.040
C 4.15039 0.52542 -4.05093 0.0 -0.1 0.0 -0.065
C 3.52146 0.01952 -2.92318 0.1 0.0 0.1 -0.284
C 4.20690 -0.05473 -1.71572 0.0 -0.1 -0.1 -0.050
C 5.51706 0.37997 -1.63572 0.0 0.0 0.1 -0.032
S 1.82180 -0.46254 -2.96318 -0.1 0.3 0.0 0.564
O 1.71009 -1.62395 -2.09677 0.0 0.1 0.1 -0.357
O 1.45098 -0.66982 -4.34260 0.0 0.0 -0.1 -0.315
N 1.00874 0.70634 -2.22515 1.0 0.5 -1.3 -0.292
C 0.80188 1.89825 -2.86629 0.3 -0.2 0.1 -0.472
N 1.51675 2.23429 -3.96766 -0.2 0.0 0.0 0.123
C 1.20088 3.36785 -4.57209 0.1 -0.1 0.0 -0.147
C 0.20012 4.21549 -4.12804 0.0 0.0 0.0 -0.085
C -0.41609 3.82863 -2.94936 0.0 0.0 0.3 -0.154
N -0.12304 2.71451 -2.29479 0.1 -0.2 -0.2 0.094
H 7.98126 1.39149 -3.53780 0.0 0.0 -0.1 0.077
H 8.01067 1.00175 -1.91117 0.0 -0.1 0.0 0.078
H 5.96494 1.34280 -4.85322 0.0 0.0 0.0 0.104
H 3.59532 0.57960 -4.97921 0.0 0.0 0.1 0.107
H 3.71070 -0.47515 -0.84860 0.0 0.0 0.0 0.094
H 6.05110 0.32128 -0.69241 0.0 0.0 0.0 0.108
H 1.78579 3.61570 -5.45569 0.0 0.0 0.0 0.103
H -0.05841 5.13046 -4.64120 0.0 0.0 0.0 0.085
H -1.17640 4.45571 -2.49030 0.0 0.0 0.0 0.107
Br -6.46932 4.27842 5.58939 0.0 0.0 0.0 0.678
C -5.38382 3.48994 4.23583 0.0 0.0 0.0 -0.699
C -4.45809 2.52394 4.59163 0.1 0.0 -0.1 -0.130
C -3.66837 1.95857 3.59615 0.0 0.1 0.1 -0.017
C -3.81410 2.33871 2.26812 0.0 0.0 0.0 -0.124
C -4.75582 3.30645 1.94074 -0.1 0.0 0.0 -0.018
C -5.54285 3.89780 2.92212 0.1 -0.1 -0.1 -0.132
C -2.96733 1.68924 1.17812 0.0 -0.1 -0.1 -0.662
O -3.34584 1.88587 -0.00478 0.2 -0.1 0.4 -0.082
O -1.98422 1.00475 1.55832 -0.6 0.4 0.5 -0.192
H -4.35417 2.22320 5.62558 0.0 0.0 0.0 0.094
H -2.91623 1.21749 3.83993 0.0 0.0 0.0 0.116
H -4.86806 3.57899 0.89843 0.0 0.0 0.0 0.114
H -6.27271 4.65621 2.67176 0.0 0.0 0.0 0.093
```
Positions in Å, forces in eV/Å.

Properties
ΔE to the lowest compared entry with this formula, charge and spin ... 84.7 kJ/mol
Charge ... -1
Spin multiplicity ... 1
Gap between HOMO and LUMO ... 0.27423 Eh


- Which value of ΔE to the lowest compared entry with this formula, charge and spin does entry 1 give?
  9.9 kJ/mol


- The highest ΔE to the lowest compared entry with this formula, charge and spin belongs to which entry?
  C32H39BrN10O4RbS


- gap between HOMO and LUMO of number 1 (C6H8FN3O3)?
  0.33620 Eh